C3H5N3 | ωB97M-V with the def2-TZVPD basis set

Output
* LUMO energy: 1.04 eV
* energy: -7660.6766 eV
* maximum force: 2.48 eV/A
* energy relative to the best compared isomer or geometry (same formula, charge and spin): 41.0 kcal/mol
* SMILES string: Cc1cn[nH]n1

ORCA input file:
```
! RIJCOSX wB97M-V def2-TZVPD def2/J DEFGRID3
* xyz 0 1
N -1.01119 -1.37886 1.21921
H 0.65579 0.70241 -2.05293
C -0.28323 0.13104 -0.21523
H -1.39975 -1.33869 2.16771
N 0.31489 -1.44878 1.32574
C 0.12175 1.19679 -1.23154
H 0.86214 1.82633 -0.72020
H 1.94200 -0.64053 0.42875
N -1.41992 -0.28479 0.27868
C 0.84054 -0.63175 0.47847
H -0.62301 1.86684 -1.67865
*
```

=====

C38H41AsNO4PS6Ti | ωB97M-V with the def2-TZVPD basis set

Output
* LUMO energy (spin up / spin down): 4.24 / 4.24 eV
* energy: -208012.3198 eV
* maximum force: 0.94 eV/A
* energy relative to the best compared isomer or geometry (same formula, charge and spin): 0.0 kcal/mol

ORCA input file:
```
! RIJCOSX wB97M-V def2-TZVPD def2/J DEFGRID3
* xyz -2 1
H 2.48790 -0.89130 -3.70886
H 5.29285 -1.21874 -2.33229
P 3.25809 0.04226 -0.14222
H -7.66928 -1.34270 1.14275
S -1.02400 4.65608 4.53902
H -6.30204 0.55890 1.96297
C -2.25158 0.85804 2.77133
C -3.97416 2.34788 -3.76753
O -3.13662 1.35138 3.46328
C -1.03721 -3.85933 -3.77711
H -1.47784 -3.18347 5.04516
H 5.39592 0.86722 -2.35453
C -1.87907 -1.27051 4.12415
C 5.51396 -1.39297 1.08958
H -0.07005 -3.93600 3.08186
H 3.85397 2.16230 -0.92134
C -0.78068 3.28226 5.54218
H 3.87480 -0.07596 2.92023
H 4.10517 2.03426 1.61658
H 3.37466 0.54706 -3.19932
C 0.36052 2.85022 3.17943
C -1.93898 -1.77910 -2.15699
S 1.33587 1.96524 2.04896
H -4.61301 0.57808 -2.74005
H -2.42868 4.82875 1.37802
H -1.39471 3.73082 0.43351
H -0.67065 -4.66274 -4.40517
C 4.92558 2.02024 0.89702
H 6.25977 2.12338 -1.46347
H 2.36737 -0.84410 2.46066
H 4.19162 -2.46004 -2.93086
H 5.97698 -1.36032 0.10293
H 4.74132 -2.51286 -1.25978
C -4.14520 -0.70647 -0.31776
H -3.03846 4.09466 -4.60360
C -1.26509 -4.08026 -2.42557
C 3.20883 -1.01211 -1.67549
As -2.34050 -0.32276 -0.93711
H -0.96187 3.84265 -3.31299
Ti -0.30931 0.42830 0.63480
S -0.07720 5.23021 1.77801
C 0.48279 -2.39118 0.83332
C -4.90402 -1.78367 -0.76418
C -1.29750 -2.53404 4.19923
C 2.66807 -0.21962 -2.86322
H -1.82890 -3.21398 -0.55529
H -4.50454 -2.44911 -1.52122
C -2.63276 1.14783 -2.15550
H -2.55589 -0.89841 4.88315
O 0.99837 -3.47720 0.57683
C 3.99666 -1.19248 1.05126
H 3.54556 -2.12446 0.68741
H 5.76631 1.46991 1.32626
O -1.79836 1.37221 1.66007
H -1.04574 -2.41182 -5.36269
O 0.50237 -1.35177 0.04675
H -1.55018 5.43009 -0.05747
C -3.81052 1.29563 -2.88042
C -1.57218 2.06198 -2.29131
C -4.65941 0.13852 0.66507
S -1.31287 3.17689 7.11459
H -4.89703 2.45963 -4.32392
C -0.27719 -2.09534 2.06988
H 6.38129 0.44072 -0.95132
H -1.83927 -0.57080 -3.92860
H -1.05933 -5.04724 -1.98441
C -1.76141 3.12102 -3.19868
S 0.10796 2.04806 4.72542
H -4.06245 0.95859 1.04729
S -0.05914 1.98673 -1.40220
H 5.98971 -0.62954 1.70911
C 4.43435 -1.83927 -2.06166
H 5.75432 -2.36260 1.53879
H 2.42092 -1.71327 -1.37566
H 1.73174 0.28035 -2.61320
C -1.51483 4.74534 0.79174
H 3.69635 -1.82823 3.10229
C -5.92475 -0.09158 1.18402
C -6.17175 -2.00810 -0.24394
C -6.68421 -1.16118 0.72918
H 5.24875 3.05543 0.75370
C -1.61158 -0.44993 3.05331
C 3.45012 -0.97328 2.46349
C -2.93221 3.25846 -3.92062
C -0.16996 4.09174 3.11526
C 5.69592 1.18935 -1.35673
C -1.70894 -3.04360 -1.62011
N -0.75076 -0.81412 2.05831
C 4.49478 1.41271 -0.44197
C -1.69538 -1.55883 -3.50820
H -6.75581 -2.85071 -0.59583
C -1.24745 -2.59748 -4.31429
C -0.50902 -2.94689 3.12654
*
```

=====

C23H23CsI2N5OS3 | ωB97M-V with the def2-TZVPD basis set

Output
* LUMO energy: 1.85 eV
* energy: -82978.3467 eV
* maximum force: 2.11 eV/A
* energy relative to the best compared isomer or geometry (same formula, charge and spin): 32.8 kcal/mol

ORCA input file:
```
! RIJCOSX wB97M-V def2-TZVPD def2/J DEFGRID3
* xyz -1 1
C 1.43987 3.45399 4.65367
Cs -1.60053 0.87379 -0.14573
H -0.90643 -4.53301 -1.83233
N -5.23113 1.78459 0.48537
N -2.49263 1.07789 -2.68963
S -2.40013 -2.14191 -0.95483
C -1.39813 -2.50221 -2.42303
C -0.57813 -4.27301 1.03977
H -2.08053 -2.70091 -3.25093
H -0.87163 -1.56771 -2.61953
H -0.36763 3.88299 0.67577
H 2.74897 1.90349 1.17347
H -0.96653 -3.25701 0.97337
S 0.94797 -3.21401 -1.09973
C -3.52063 -3.59791 -0.88653
C 0.26187 1.86079 2.63857
C 0.70717 -4.42651 0.24047
H -4.53773 -3.20781 -0.95793
H -3.34973 -3.72171 1.27277
C 3.22267 1.67429 -0.88923
H 1.20307 4.67689 0.91147
N -5.19663 4.68099 -2.85923
H 4.49057 -0.45851 -3.77833
H 2.28257 -0.86201 -2.66883
H 1.66227 4.94239 3.12687
I -0.17663 -0.55951 4.35367
H 0.04237 -3.89111 -3.19803
H 1.57087 -4.25971 0.88467
H -0.39113 -4.52121 2.08597
H 0.72857 1.95779 -0.01903
C -3.37073 -4.38211 0.40497
H 1.14237 1.78109 5.96587
C 0.75027 3.17899 2.37367
C -0.41873 -3.64651 -2.23853
H 0.78197 -5.42321 -0.19893
N 2.48387 0.66849 -1.34043
C 1.31397 3.94579 3.36707
C 0.46367 1.42039 3.96867
C -4.79293 3.71949 -2.36433
H 5.90277 1.41939 -2.93813
C 1.02537 2.17369 4.96747
C 2.93567 -0.06051 -2.34383
H 5.05847 2.79279 -1.05683
C -3.33513 1.78129 -2.31153
O -0.30213 1.13369 1.76887
H 3.21817 3.41079 0.36777
C 4.47147 1.96949 -1.43693
H -4.20213 -5.08061 0.51007
C 0.67917 3.71309 0.96307
C 4.94377 1.20099 -2.48663
I 2.28907 4.67739 6.17017
C -4.82483 2.15099 -0.53293
N 1.25857 2.82959 -0.03873
C 4.15767 0.16229 -2.96043
S -1.87853 -5.42841 0.45207
C 2.64397 2.48649 0.23767
H -3.31273 -4.22811 -1.75033
C -4.32533 2.55939 -1.76173
*
```

=====

C8H20AlB2O4 | ωB97M-V with the def2-TZVPD basis set

Output
* LUMO energy: -8.72 eV
* energy: -24743.8690 eV
* maximum force: 3.25 eV/A
* energy relative to the best compared isomer or geometry (same formula, charge and spin): 27.9 kcal/mol

ORCA input file:
```
! RIJCOSX wB97M-V def2-TZVPD def2/J DEFGRID3
* xyz 1 1
H 7.03922 17.76624 -17.03629
C 2.75770 19.88817 -21.26075
H 1.26704 19.11578 -22.65864
H 4.14232 18.51234 -23.43827
B 5.40932 24.61408 -15.98456
H 5.50168 23.89373 -16.85582
H 7.74129 17.52866 -19.03865
O 4.18327 20.42958 -23.03176
B 3.13600 25.31634 -17.74280
C 6.15966 17.89090 -17.66502
C 2.33364 19.03883 -22.46132
C 3.40996 19.32169 -23.48634
H 6.23027 24.51292 -15.17517
C 5.50843 19.25525 -17.62978
H 2.59592 24.97617 -18.69779
H 1.88022 20.37653 -20.83952
O 6.36782 21.28785 -18.63497
Al 5.25294 23.86089 -19.43361
H 3.45697 24.32865 -17.18469
H 3.02156 19.43489 -24.49596
H 2.42019 18.01872 -22.08044
H 6.12173 17.38932 -19.86037
H 3.22926 19.31470 -20.46246
H 5.43026 25.65906 -16.49093
H 4.52290 19.19027 -18.09439
C 3.72030 20.87499 -21.82798
H 5.48443 19.67832 -16.62797
H 2.39703 25.83747 -17.02930
H 4.48528 24.21422 -15.40189
H 4.06058 26.01594 -17.82149
C 6.36238 20.07875 -18.55032
H 5.49432 17.03816 -17.54703
O 4.06707 21.89188 -21.27992
C 6.71318 17.88118 -19.09293
O 6.94276 19.29178 -19.44805
*
```

=====

C14H21CaN7 | ωB97M-V with the def2-TZVPD basis set

Output
* LUMO energy: -10.24 eV
* energy: -43707.9239 eV
* maximum force: 4.10 eV/A
* energy relative to the best compared isomer or geometry (same formula, charge and spin): 215.2 kcal/mol

ORCA input file:
```
! RIJCOSX wB97M-V def2-TZVPD def2/J DEFGRID3
* xyz 2 1
N 2.97065 0.47414 3.88697
C 6.75740 -0.07700 -3.12054
N 1.97008 5.53719 -1.50156
H -3.68652 -2.07710 -7.77234
C -1.07692 -6.11822 -0.51997
C 5.29875 0.92548 4.95160
C -2.44541 -0.98604 -6.54239
C 2.53056 6.41807 -2.06311
H -4.99379 -4.77242 3.44010
N -0.92780 -5.04687 -0.17147
H -0.31414 -7.98673 -1.22917
N -3.14793 3.81092 4.25184
H -5.10338 4.85329 6.52706
C -1.25844 -7.45049 -1.13510
H 3.39768 8.30999 -1.99771
H -6.70033 -4.38203 2.90416
C -5.40187 -2.83186 2.64921
H -5.39963 2.98708 6.05799
H 5.24415 1.62891 5.78245
C 3.20746 7.53515 -2.74037
H 5.56517 0.01243 5.48402
H 6.01228 1.33597 4.23713
C 3.97916 0.69535 4.34954
H 7.16982 0.68370 -2.45771
H -6.09326 -3.73594 4.41544
N 4.23394 -0.23662 -2.28858
H -4.25049 3.41529 7.14380
Ca -0.63078 0.88424 -0.08517
H 2.46364 7.85435 -3.47040
H -2.02494 -7.94273 -0.53654
H 6.86564 0.26227 -4.15072
C -4.76697 3.84503 6.28551
H -3.09195 -0.60431 -8.45169
N -2.19447 -0.55169 -5.50983
H 7.34719 -0.95633 -2.86165
C -2.78167 -1.47897 -7.88002
C 5.34088 -0.16127 -2.62695
H 4.10569 7.23584 -3.28046
H -1.53726 -7.26996 -2.17326
N -5.10038 -1.93960 1.98002
C -3.88063 3.77764 5.13217
H -1.85266 -1.83835 -8.32261
C -5.79849 -4.03779 3.41041
*
```

=====

Which value of energy relative to the best compared isomer or geometry (same formula, charge and spin) does entry 2 give? 0.0 kcal/mol

=====

What is the energy in the fourth record? -24743.8690 eV

=====

Which value of energy does entry 3 give? -82978.3467 eV